Record 1
C24H43Cl7P2V as an isolated structure at a distorted geometry. Source: the Open Molecules 2025 dataset; level of theory: the ωB97M-V functional and the def2-TZVPD basis.

Geometry as XYZ:
```
77
Properties=species:S:1:pos:R:3:mulliken_charge:R:1
V 0.12290 -0.99037 -0.37186 0.34
Cl 0.62948 0.02103 -2.32047 -0.64
P -0.52422 -3.13718 -0.38043 -0.26
C 0.84268 -3.65404 -1.51651 0.70
C -0.45624 -3.89831 1.30210 0.65
C -2.09006 -2.90527 -1.29119 0.69
C 2.17365 -2.88613 -1.33015 -1.59
H 0.45602 -3.45776 -2.53868 0.54
C 0.97865 -5.15850 -1.28961 -1.72
H 1.45835 -5.37021 -0.32401 0.30
H 1.61289 -5.57367 -2.08243 0.48
H 0.01639 -5.68543 -1.32363 0.38
H 2.14962 -1.86724 -1.75039 0.32
H 2.93029 -3.46548 -1.88802 0.52
H 2.50488 -2.84987 -0.27276 0.19
H -1.82922 -2.33598 -2.20697 0.51
C -3.14745 -2.08652 -0.52192 -1.44
C -2.49688 -4.34137 -1.63660 -1.53
H -1.77864 -4.78512 -2.34282 0.33
H -3.48761 -4.32441 -2.10936 0.45
H -2.54861 -4.96880 -0.72875 0.35
H -2.71794 -1.42429 0.25992 0.32
H -3.89499 -2.75468 -0.07409 0.42
H -3.65029 -1.41659 -1.23816 0.31
C 0.87516 -3.59156 2.03778 -1.16
H -0.52380 -4.97518 1.04202 0.84
C -1.66917 -3.45001 2.14298 -1.32
H 1.76973 -3.97220 1.51740 0.02
H 0.82687 -4.07695 3.02005 0.54
H 1.07286 -2.51642 2.23533 -0.09
H -1.61830 -2.37485 2.39256 0.09
H -1.63516 -4.03219 3.07730 0.52
H -2.62601 -3.65796 1.63550 0.36
Cl -0.60716 -0.00310 1.53528 -0.62
H -1.04743 -0.22787 -0.72610 0.19
P 0.56588 3.43139 -0.28001 -0.83
C -0.51421 3.74119 -1.72738 0.76
C 0.10186 4.01706 1.43716 0.85
C 2.31743 3.02851 -0.70028 0.76
C -1.77322 2.84598 -1.79125 -1.18
H 0.08133 3.49121 -2.62738 0.50
C -0.76873 5.25334 -1.67768 -1.42
H -1.43280 5.48418 -0.83048 0.29
H -1.24053 5.60034 -2.60532 0.43
H 0.18444 5.79517 -1.55202 0.38
H -1.51208 1.82393 -2.09074 0.16
H -2.50223 3.23552 -2.52117 0.44
H -2.28617 2.76604 -0.83066 0.22
H 2.23997 2.49669 -1.67214 0.52
C 3.10063 2.06255 0.22616 -1.20
C 2.90046 4.44289 -0.84810 -1.55
H 2.49204 4.95067 -1.73686 0.36
H 3.99534 4.43947 -0.93029 0.41
H 2.63128 5.04517 0.03897 0.41
H 2.40572 1.41863 0.79187 -0.11
H 3.76794 2.59077 0.92702 0.34
H 3.74016 1.38889 -0.35876 0.50
C -1.39216 3.79228 1.71734 -1.41
H 0.35929 5.09905 1.42471 0.58
C 0.92307 3.29237 2.51279 -1.45
H -2.05062 4.24767 0.96853 0.38
H -1.64992 4.22806 2.69513 0.46
H -1.59778 2.71283 1.75753 0.17
H 0.74033 2.21074 2.49399 0.17
H 0.65632 3.62262 3.52862 0.49
H 2.00122 3.43631 2.44035 0.23
Cl 4.53056 -3.22970 1.34648 -0.21
C 4.23569 -1.73665 2.16756 0.66
C 3.08161 -1.53699 2.86491 -1.05
C 2.78403 -0.39336 3.55300 0.50
Cl 1.32149 -0.26478 4.45104 -0.18
C 3.71595 0.69095 3.52172 0.10
Cl 3.31060 2.22345 4.21363 -0.16
C 4.91202 0.54316 2.79424 0.04
Cl 5.99737 1.87056 2.67243 -0.17
C 5.21523 -0.69291 2.15599 0.04
Cl 6.65416 -0.90057 1.24801 -0.22
```

Values from the calculation:
2S+1: 2
HOMO energy (alpha / beta) (eV): -6.09 / -6.09
Energy (Eh): -5788.11405
Expectation value of S²: 0.7543

***

Record 2
C22H31N5OS as an isolated structure at a distorted geometry. Source: the Open Molecules 2025 dataset; level of theory: the ωB97M-V functional and the def2-TZVPD basis.

Geometry as XYZ:
```
60
Properties=species:S:1:pos:R:3:mulliken_charge:R:1
O -2.48338 -0.34847 -2.39837 -0.59
C -2.62384 0.32946 -1.51245 0.86
N -3.90498 0.47898 -0.99219 -0.26
C -4.29389 1.11105 0.11288 0.46
N -3.46157 1.68798 0.60960 -0.22
C -2.25485 1.81838 0.36023 0.58
C -1.34516 2.58246 1.12654 -1.16
C 0.01912 2.78458 0.38938 -0.70
C 0.39660 2.03328 -0.69635 0.71
C -0.44318 1.17827 -1.27453 -1.06
C -1.85704 1.36546 -0.79751 0.06
H -0.31390 0.74606 -2.24040 0.60
N 1.76713 1.88376 -1.20942 0.01
C 2.91963 2.58817 -0.48182 -0.08
N 3.01643 2.52714 0.71015 -0.08
H 3.86056 2.89517 1.21519 0.41
C 2.68302 1.25883 1.72409 -0.93
H 1.58059 1.08391 1.53603 0.27
H 2.81616 1.84209 2.65182 0.42
C 3.54962 0.26262 1.53471 -0.57
N 3.49172 -0.14993 -0.06750 1.33
C 4.67820 -0.18481 -0.51589 -1.61
C 5.64525 -1.38736 -0.25827 -0.13
H 5.92477 -1.37455 0.89664 0.22
C 4.92081 -2.66155 -0.74406 -1.36
C 3.94724 -3.05387 0.56384 -1.10
C 2.50070 -2.64914 0.27935 -1.31
H 1.97511 -2.96091 -0.42420 0.84
H 1.84879 -2.46095 1.32942 0.27
C 2.53625 -1.10471 -0.30242 -0.89
H 2.59814 -1.06934 -1.50665 0.53
H 1.49845 -0.62476 -0.30086 -0.12
H 3.75429 -4.11259 0.72339 0.49
H 4.22293 -2.81962 1.50099 0.49
H 4.43591 -2.93937 -1.48970 0.87
H 5.70516 -3.43142 -0.40965 0.26
H 6.56578 -1.47405 -1.12240 0.28
H 4.56903 -0.28629 -1.47535 0.85
H 5.36198 0.67238 -0.47559 0.30
H 3.15331 -0.47230 2.17648 0.29
H 4.68054 0.42439 1.84323 0.39
S 3.97032 3.14034 -1.25418 -0.50
H 1.74621 1.83019 -2.05465 0.19
H 0.70567 3.26828 1.02534 0.60
H -1.68054 3.35420 1.73651 0.49
C -5.58688 1.07460 0.67579 -0.94
H -5.67679 1.79194 1.51014 0.33
H -6.32724 1.27720 -0.04725 0.36
C -6.11432 -0.12207 1.18646 -0.26
C -6.74975 -1.15530 0.29802 -0.95
C -5.51863 -1.54752 -0.81666 -0.57
C -5.05590 -0.37221 -1.67249 -1.45
H -5.74073 0.27824 -1.99599 0.73
H -4.54142 -0.87039 -2.43628 0.40
H -5.83018 -2.42778 -1.32042 0.51
H -4.63760 -1.92952 -0.04882 0.26
H -6.97300 -2.18914 0.69139 0.35
H -7.56327 -0.80339 -0.22572 0.36
H -6.92092 0.04959 2.02592 0.24
H -5.14646 -0.63570 2.13448 0.23
```

Values from the calculation:
2S+1: 1
ΔE to the lowest compared entry with this formula, charge and spin (kJ/mol): 1532.6
HOMO energy (eV): -7.63
Energy (Eh): -1603.42653

***

Record 3
C17H15F4N3O4PdSbSe4 as an isolated structure at a distorted geometry. Source: the Open Molecules 2025 dataset; level of theory: the ωB97M-V functional and the def2-TZVPD basis.

Geometry as XYZ:
```
49
Properties=species:S:1:pos:R:3:mulliken_charge:R:1
Pd -0.46744 0.03154 -0.37241 -0.24
C 1.88879 0.18117 1.89478 -1.32
N 1.77561 -0.45818 0.58712 1.00
C 2.93247 -0.09758 -0.23124 -1.35
C 1.71677 -1.92129 0.72646 -1.32
C 0.29838 -2.44328 1.05687 -0.80
N -0.66808 -1.37030 1.02379 2.14
C -1.58280 -1.30700 2.04223 0.64
C -1.95322 -0.09227 2.66928 -0.81
F -1.25174 1.01916 2.38564 -0.38
C -2.94245 -0.01253 3.62017 0.12
F -3.23557 1.17969 4.16874 -0.32
C -3.61039 -1.14067 4.04989 -0.61
C -3.21106 -2.35157 3.52486 0.33
F -3.80375 -3.47819 3.96586 -0.33
C -2.22695 -2.44991 2.56439 0.00
F -1.90853 -3.67043 2.10491 -0.36
H 2.83740 -0.09550 2.37933 0.33
H 1.06710 -0.12969 2.53792 0.29
H 1.85464 1.26495 1.78338 0.24
H 3.85925 -0.50592 0.19869 0.33
H 3.01156 0.98716 -0.28938 0.31
H 2.80602 -0.47449 -1.24179 0.38
H 2.42497 -2.24794 1.50075 0.31
H 2.04300 -2.35376 -0.21602 0.53
H 0.30111 -2.87725 2.05770 0.49
H 0.03544 -3.24261 0.35323 0.27
H -4.39389 -1.08432 4.79033 0.46
O 1.56261 1.12337 -2.63935 -0.60
C 0.80931 1.97757 -2.17294 0.81
O -0.14905 1.79408 -1.34339 -0.44
C 1.00183 3.41958 -2.58639 -0.05
C 1.98034 3.72740 -3.52295 -0.48
C 2.19427 5.04492 -3.90400 -0.54
C 1.44004 6.05982 -3.34366 -0.44
C 0.46696 5.73912 -2.40828 -0.12
C 0.23269 4.42713 -2.02385 -0.26
N -0.31872 6.81369 -1.80442 1.04
O -0.15206 7.94668 -2.22892 -0.64
O -1.09361 6.52703 -0.91366 -0.60
H 2.56437 2.92147 -3.94602 0.46
H 2.94904 5.27702 -4.64357 0.39
H 1.59163 7.09296 -3.61936 0.47
H -0.53377 4.19232 -1.30025 0.60
Se -2.93661 -3.35966 -0.95155 -0.62
Sb -2.12411 -1.32029 -1.94788 0.65
Se -3.03003 -0.80657 -4.16115 -0.33
Se -2.82348 0.73701 -0.55729 -0.46
Se 0.40360 -1.53675 -2.29749 -0.20
```

Values from the calculation:
2S+1: 3
ΔE to the lowest compared entry with this formula, charge and spin (kJ/mol): 0.0
HOMO energy (alpha / beta) (eV): -4.98 / -4.96
Net charge: -1
Energy (Eh): -11495.33722
Expectation value of S²: 2.0190

***

Record 4
C18H41GeIrN4O3 as an isolated structure. Source: the Open Molecules 2025 dataset; level of theory: the ωB97M-V functional and the def2-TZVPD basis.

Geometry as XYZ:
```
68
Properties=species:S:1:pos:R:3:mulliken_charge:R:1
Ir 0.58424 0.40922 -0.23850 2.51
C -3.18258 2.62440 -2.38121 -0.95
N -2.50600 3.24841 -1.23696 0.02
C -3.04651 4.56207 -0.86893 -0.98
C -1.49110 2.67178 -0.64518 1.08
O -1.07066 1.53531 -1.03796 -1.33
C -0.81675 3.39296 0.51177 -1.10
O 0.29123 2.64921 0.99354 -0.41
C 0.37305 2.46697 2.39834 -1.33
C -0.04216 1.04705 2.75511 1.10
O -0.08822 0.17545 1.83654 -1.21
N -0.32140 0.75335 3.99944 0.04
C -0.72104 -0.60615 4.38038 -1.03
C -0.22659 1.72767 5.09568 -1.08
H -4.22579 2.44835 -2.12318 0.35
H -2.70213 1.68929 -2.63936 0.26
H -3.14306 3.30729 -3.22871 0.36
H -4.12648 4.47527 -0.76563 0.37
H -2.82811 5.27759 -1.66111 0.36
H -2.64018 4.93144 0.06544 0.36
H -1.55106 3.56096 1.30267 0.63
H -0.46052 4.36638 0.16606 0.52
H -0.22513 3.20783 2.92725 0.60
H 1.41714 2.60930 2.68824 0.48
H -1.08699 -1.14205 3.51189 0.30
H -1.50818 -0.53728 5.12780 0.42
H 0.13006 -1.13520 4.80891 0.35
H 0.56021 2.45552 4.91754 0.45
H 0.02820 1.18736 6.00365 0.41
H -1.18053 2.23251 5.24789 0.33
C 5.21040 1.70040 -2.87730 -0.93
Ge 3.01026 0.94185 -2.65729 0.13
C 2.10019 1.86661 -4.07723 -1.00
C 3.60481 -0.87522 -2.94666 -1.02
C 2.40595 1.35110 -0.86857 -1.13
H 5.53138 1.41834 -3.87248 0.41
H 5.70239 1.23109 -2.03482 0.41
H 4.81872 2.70877 -2.74903 0.43
H 2.46268 1.56123 -5.05663 0.41
H 2.17037 2.95004 -3.98969 0.39
H 1.04496 1.58943 -3.99191 0.39
H 4.06252 -0.99945 -3.92546 0.43
H 2.67789 -1.46353 -2.93615 0.38
H 4.26103 -1.25517 -2.16728 0.40
H 2.24419 2.42813 -0.77804 0.37
H 3.15788 1.06420 -0.12729 0.60
C 0.97135 -4.19223 1.48039 -0.73
C 0.55916 -4.38436 0.02502 -1.24
N -0.70029 -3.69340 -0.32109 0.11
C -1.87855 -4.57411 -0.48807 -0.73
C -2.36987 -5.14062 0.83399 -1.02
C -0.75584 -2.39110 -0.47783 1.36
C -2.06405 -1.72130 -0.75657 -1.34
N 0.35871 -1.63151 -0.43063 -0.65
H 1.90313 -4.72521 1.66466 0.40
H 0.21549 -4.59728 2.15087 0.31
H 1.12343 -3.14348 1.74046 0.15
H 0.39418 -5.44037 -0.17492 0.44
H 1.33970 -4.06846 -0.67222 0.56
H -1.56932 -5.37521 -1.16009 0.40
H -2.66477 -4.02427 -0.99294 0.41
H -1.62377 -5.77952 1.30524 0.32
H -3.25354 -5.75074 0.65417 0.41
H -2.64199 -4.34485 1.52911 0.27
H -2.82302 -2.02543 -0.03785 0.41
H -2.41726 -1.98786 -1.75417 0.49
H -1.95543 -0.64195 -0.71784 -0.18
H 1.19398 -2.17682 -0.25524 0.26
```

Values from the calculation:
2S+1: 6
HOMO energy (alpha / beta) (eV): -16.78 / -17.68
Net charge: +3
Energy (Eh): -3335.34752
Expectation value of S²: 8.7635

***

> What is the 2S+1 in the third record?

3

***

> Which formula does entry 3 have?

C17H15F4N3O4PdSbSe4

***

> Among the records above, which one has the highest energy?

C22H31N5OS

***

> Which of these has the highest energy?

C22H31N5OS